10
Properties=species:S:1:pos:R:3:forces:R:3 method="wB97M-V/def2-TZVPD" multiplicity=1 de_lowest_kcal_mol=36.4 total_charge=0 orbital_gap_ev=7.68 homo_ha=-0.3127
C -1.5298 0.7045 0.4510 -0.05 0.15 0.17
C -1.3216 -0.0680 -0.6017 6.51 -0.55 1.70
C 1.8688 -0.4163 0.0737 -6.35 1.01 -0.98
C 0.6016 -0.5949 -0.5987 -0.01 -0.34 -0.40
P -0.3120 1.2832 1.6856 0.30 0.05 0.07
P 1.6705 0.6911 1.4747 -0.43 0.08 0.05
H -2.5276 1.0913 0.6511 -0.04 0.02 -0.01
H -1.8091 -0.4994 -1.4401 -0.46 -0.14 -0.32
H 2.7587 -0.9002 -0.2660 0.34 -0.21 -0.08
H 0.6006 -1.2913 -1.4296 0.19 -0.07 -0.20

9
Properties=species:S:1:pos:R:3:forces:R:3 method="wB97M-V/def2-TZVPD" multiplicity=1 de_lowest_kcal_mol=104.0 total_charge=0 orbital_gap_ev="7.63 / 7.63" homo_ha="-0.3173 / -0.3173"
C -0.8287 0.7921 -0.4634 2.53 -0.86 2.48
C 0.1157 0.0120 0.1466 0.52 -0.59 0.22
C 1.7126 0.5338 2.4646 0.28 1.43 1.13
C 1.5244 -0.3643 1.5928 -3.44 0.98 -3.39
S 1.9135 1.7183 3.4770 -0.07 -0.45 -0.28
H -1.3048 0.3840 -1.3370 -0.08 -0.14 -0.17
H 0.2978 -0.9532 -0.2950 -0.01 -0.17 -0.16
H -1.1070 1.7690 -0.1185 -0.11 0.31 0.06
H 1.8420 -1.3355 1.3272 0.37 -0.51 0.11